--- 1 ---
This record from OMol25 describes one molecule with the formula C3H4N4. The level of theory is wB97M-V/def2-TZVPD.

orbital gap	9.68	eV
LUMO energy	0.9610	eV
highest occupied orbital energy	-8.7	eV
2S+1	1

Atoms and positions in Å:
N -0.397 1.033 -1.552
C -0.351 0.304 -0.349
C -0.742 0.774 0.932
N 0.519 0.657 0.896
C 0.966 -1.756 1.202
N 0.328 -1.699 0.172
N -0.436 -1.133 -0.615
H -0.359 2.031 -1.396
H 0.334 0.743 -2.194
H -1.514 0.961 1.670
H 2.017 -1.943 1.305

--- 2 ---
This record from OMol25 describes one molecule with the formula C3H4N4. The level of theory is wB97M-V/def2-TZVPD.

orbital gap (alpha / beta)	8.98 / 6.11	eV
LUMO energy (alpha / beta)	-0.3154 / -1.2403	eV
highest occupied orbital energy (alpha / beta)	-9.3 / -7.4	eV
2S+1	1

Atoms and positions in Å:
C -1.128 -0.045 -0.255
C -0.069 -0.849 -0.666
N 0.808 0.845 1.064
N -2.094 0.580 0.086
N -0.077 -1.869 -1.421
C 1.371 -0.174 0.205
N 2.505 -0.577 0.127
H 0.686 1.718 0.554
H 1.208 0.840 1.998
H -2.236 1.582 0.176
H -0.974 -2.053 -1.870

From most stable to least stable, the computed energies give 1, 2.

--- 1 ---
This record from OMol25 describes one molecule with the formula C3H4N4. The level of theory is wB97M-V/def2-TZVPD.

orbital gap	9.51	eV
SMILES	Nc1cncnn1
LUMO energy	0.2450	eV
highest occupied orbital energy	-9.3	eV
2S+1	1

Atoms and positions in Å:
N -0.423 -0.262 -1.947
C -0.035 0.095 -0.673
C 0.928 -0.611 0.113
N 0.955 -0.451 1.419
C -0.019 0.353 1.899
N -0.631 1.272 1.172
N -0.589 1.194 -0.158
H -0.580 -1.246 -2.119
H -1.157 0.352 -2.292
H 1.762 -1.104 -0.381
H -0.210 0.409 2.966

--- 2 ---
This record from OMol25 describes one molecule with the formula C3H4N4. The level of theory is wB97M-V/def2-TZVPD.

orbital gap	9.17	eV
SMILES	Nc1cncnn1
LUMO energy	-0.0660	eV
highest occupied orbital energy	-9.2	eV
2S+1	1

Atoms and positions in Å:
N -0.470 1.436 -1.341
C -0.110 0.608 -0.323
C -0.296 -0.782 -0.360
N 0.000 -1.610 0.624
C 0.655 -0.911 1.657
N 1.190 0.327 1.579
N 0.660 1.110 0.716
H -0.288 1.097 -2.327
H -1.579 1.033 -1.343
H -0.698 -1.030 -1.522
H 0.935 -1.279 2.641

--- 3 ---
This record from OMol25 describes one molecule with the formula C3H4N4. The level of theory is wB97M-V/def2-TZVPD.

orbital gap	8.25	eV
LUMO energy	-0.0697	eV
highest occupied orbital energy	-8.3	eV
2S+1	1

Atoms and positions in Å:
N -1.556 0.779 0.784
C -0.388 0.284 0.254
C -0.469 -0.726 -0.770
N 0.554 -1.189 -1.402
C 1.839 -0.701 -1.093
N 1.806 0.165 -0.071
N 0.781 0.703 0.657
H -2.364 0.175 0.726
H -1.489 1.305 1.642
H -1.445 -1.153 -1.011
H 2.731 0.358 0.285

--- 4 ---
This record from OMol25 describes one molecule with the formula C3H4N4. The level of theory is wB97M-V/def2-TZVPD.

orbital gap (alpha / beta)	7.18 / 8.20	eV
LUMO energy (alpha / beta)	-1.8484 / -0.6209	eV
highest occupied orbital energy (alpha / beta)	-9.0 / -8.8	eV
2S+1	1

Atoms and positions in Å:
C 1.474 0.630 -0.339
C 0.868 1.501 0.396
C 0.423 -1.423 0.222
N 1.475 -0.751 -0.078
N -0.855 -1.063 0.092
N -2.239 0.722 -0.173
N -1.173 0.149 0.020
H 2.200 0.947 -1.022
H 0.041 1.342 1.193
H 0.762 -2.417 0.440
H -2.975 0.362 -0.750

From most stable to least stable, the computed energies give 1, 3, 2, 4.

--- 1 ---
This record from OMol25 describes one molecule with the formula C3H4N4. The level of theory is wB97M-V/def2-TZVPD.

orbital gap	10.19	eV
SMILES	C=Nn1cncn1
LUMO energy	0.3288	eV
highest occupied orbital energy	-9.9	eV
2S+1	1

Atoms and positions in Å:
C -2.153 -0.290 0.054
N -1.346 0.700 -0.047
N -0.058 0.346 -0.058
C 1.018 1.155 -0.049
N 2.097 0.444 0.086
C 1.693 -0.832 -0.018
N 0.344 -0.923 -0.099
H -3.261 0.000 0.176
H -1.740 -1.292 -0.033
H 1.019 2.311 -0.078
H 2.386 -1.618 0.066

--- 2 ---
This record from OMol25 describes one molecule with the formula C3H4N4. The level of theory is wB97M-V/def2-TZVPD.

orbital gap	8.32	eV
LUMO energy	0.1659	eV
highest occupied orbital energy	-8.2	eV
2S+1	1

Atoms and positions in Å:
N -1.444 -0.241 -1.501
C -0.433 -0.099 -0.609
C -0.299 -0.846 1.351
N 0.697 -0.311 1.813
C 1.639 0.494 1.146
N 1.575 0.947 -0.043
N 0.481 0.776 -0.873
H -2.287 -0.734 -1.258
H -1.508 0.440 -2.249
H -0.942 -1.143 0.490
H 2.521 0.718 1.734

From most stable to least stable, the computed energies give 1, 2.

--- 1 ---
This record from OMol25 describes C3H4N4 as an isolated structure. The level of theory is wB97M-V/def2-TZVPD.

orbital gap (alpha / beta)	8.87 / 8.87	eV
LUMO energy (alpha / beta)	0.1745 / 0.1739	eV
highest occupied orbital energy (alpha / beta)	-8.7 / -8.7	eV
2S+1	1

Atoms and positions in Å:
N 1.808 -0.438 -0.451
C 0.540 -0.072 -0.271
C -0.074 1.071 0.368
N -1.242 0.915 1.009
C -1.733 -0.201 0.545
N -1.135 -0.870 -0.477
N -0.328 -0.035 -1.266
H 2.297 -0.683 0.402
H 2.042 -1.051 -1.224
H 0.438 2.023 0.386
H -2.612 -0.658 0.979

--- 2 ---
This record from OMol25 describes one molecule with the formula C3H4N4. The level of theory is wB97M-V/def2-TZVPD.

orbital gap	9.03	eV
SMILES	Nc1cncnn1
LUMO energy	-0.0244	eV
highest occupied orbital energy	-9.1	eV
2S+1	1

Atoms and positions in Å:
N -0.809 -1.275 -1.182
C -0.385 -0.419 -0.230
C 0.948 -0.430 0.233
N 1.531 0.643 0.750
C 0.704 1.713 0.598
N -0.604 1.560 0.682
N -1.192 0.389 0.454
H -0.102 -1.841 -1.634
H -1.702 -1.718 -1.047
H 0.536 -1.354 0.796
H 1.076 2.733 0.580

From most stable to least stable, the computed energies give 2, 1.

--- 1 ---
This record from OMol25 describes C31H57N2O2P2Sn as an isolated structure. The level of theory is wB97M-V/def2-TZVPD.

total charge	+1
orbital gap	5.82	eV
LUMO energy	-3.1308	eV
highest occupied orbital energy	-9.0	eV
2S+1	1

Atoms and positions in Å:
C -2.408 1.424 -0.587
C -1.133 0.627 -2.437
C -3.158 2.230 -1.446
C -1.623 1.721 -3.217
C -2.690 2.465 -2.748
H -4.023 2.752 -1.035
H -1.172 1.882 -4.198
H -3.171 3.221 -3.384
N -1.424 0.629 -1.067
P -1.479 1.106 2.128
P 0.203 -1.843 -2.045
C -2.801 1.435 0.893
H -3.258 2.412 1.142
H -3.595 0.686 1.052
C -0.358 -0.423 -2.978
H 0.035 -0.239 -3.998
C 2.240 -2.231 -1.929
C -0.858 -3.067 -3.071
C -0.712 2.823 2.433
C -2.386 0.458 3.671
C 2.822 -1.916 -0.546
H 2.342 -2.482 0.258
H 3.888 -2.193 -0.534
H 2.773 -0.853 -0.281
C 2.506 -3.708 -2.202
H 2.069 -4.338 -1.419
H 2.158 -4.047 -3.183
H 3.592 -3.883 -2.171
C 2.930 -1.341 -2.953
H 4.005 -1.591 -2.996
H 2.528 -1.429 -3.970
H 2.850 -0.289 -2.661
C -0.786 -4.462 -2.438
H -1.311 -4.496 -1.474
H -1.297 -5.145 -3.127
H 0.235 -4.823 -2.307
C -2.326 -2.613 -3.038
H -2.667 -2.428 -2.012
H -2.503 -1.716 -3.640
H -2.945 -3.426 -3.444
C -0.291 -3.027 -4.495
H -0.458 -2.054 -4.964
H 0.784 -3.242 -4.521
H -0.798 -3.785 -5.104
C -1.407 0.426 4.851
H -1.918 -0.026 5.711
H -0.532 -0.195 4.616
H -1.063 1.420 5.156
C -2.849 -0.979 3.379
H -3.546 -1.037 2.532
H -2.000 -1.649 3.190
H -3.377 -1.358 4.267
C -3.630 1.294 4.001
H -4.352 1.321 3.173
H -4.134 0.826 4.858
H -3.401 2.322 4.295
C -0.557 3.544 1.087
H -1.518 3.842 0.651
H 0.034 4.461 1.230
H -0.018 2.924 0.364
C 0.681 2.598 3.042
H 1.325 2.059 2.340
H 1.143 3.575 3.250
H 0.644 2.027 3.978
C -1.551 3.715 3.362
H -2.581 3.859 3.003
H -1.575 3.358 4.401
H -1.085 4.714 3.391
Sn 0.024 -0.328 0.375
C -1.903 -2.872 0.448
O -2.925 -3.296 0.744
N 2.030 1.393 0.417
C 2.694 2.247 -0.050
C 3.135 3.042 -1.275
C 2.644 2.286 -2.507
C 2.446 4.396 -1.267
C 4.643 3.151 -1.367
H 3.227 1.359 -2.589
H 1.574 2.070 -2.379
H 2.793 2.881 -3.421
H 2.571 4.897 -0.305
H 2.879 5.009 -2.071
H 1.376 4.256 -1.467
H 4.913 3.801 -2.212
H 5.078 3.553 -0.453
H 5.045 2.159 -1.561
C 0.551 -4.381 2.592
C 1.064 -3.218 3.421
O 1.478 -2.162 2.536
H -0.226 -4.074 1.877
H 0.134 -5.153 3.250
H 1.382 -4.837 2.034
H 0.262 -2.836 4.077
H 1.915 -3.542 4.043
H 2.136 -1.623 3.024

--- 2 ---
This record from OMol25 describes C31H57N2O2P2Sn as an isolated structure. The level of theory is wB97M-V/def2-TZVPD.

total charge	+1
orbital gap	6.62	eV
LUMO energy	-2.8804	eV
highest occupied orbital energy	-9.5	eV
2S+1	1

Atoms and positions in Å:
C -0.988 -2.274 -1.131
C 1.184 -1.418 -1.091
C -0.639 -3.352 -1.971
C 1.650 -2.605 -1.746
C 0.723 -3.565 -2.159
H -1.421 -3.893 -2.480
H 2.699 -2.689 -1.989
H 1.036 -4.478 -2.690
N -0.057 -1.480 -0.545
P -2.864 -0.889 0.475
P 2.668 1.071 -0.257
C -2.456 -1.870 -1.031
H -2.690 -1.261 -1.909
H -3.084 -2.761 -1.113
C -0.008 2.791 2.256
O 0.062 3.828 2.691
C 1.849 -0.099 -1.423
H 2.741 -0.442 -2.000
C 4.066 1.671 -1.356
C 3.425 0.691 1.483
C -4.098 0.486 -0.011
C -3.553 -2.109 1.616
C 3.750 3.188 -1.439
H 3.795 3.609 -0.419
H 4.496 3.671 -2.083
H 2.742 3.379 -1.829
C 5.476 1.482 -0.804
H 5.671 1.973 0.147
H 5.729 0.421 -0.742
H 6.152 1.923 -1.549
C 4.208 1.001 -2.745
H 4.747 1.667 -3.425
H 4.813 0.088 -2.660
H 3.279 0.694 -3.205
C 3.965 2.049 1.997
H 3.171 2.815 2.001
H 4.336 1.890 3.024
H 4.800 2.446 1.403
C 2.246 0.216 2.353
H 1.414 0.956 2.358
H 1.861 -0.760 2.021
H 2.604 0.101 3.390
C 4.493 -0.414 1.503
H 5.409 -0.165 0.955
H 4.783 -0.532 2.561
H 4.093 -1.374 1.134
C -3.881 -1.470 2.979
H -4.265 -2.243 3.667
H -2.993 -1.024 3.447
H -4.651 -0.694 2.904
C -2.560 -3.266 1.857
H -2.419 -3.876 0.956
H -1.576 -2.911 2.192
H -2.957 -3.935 2.642
C -4.816 -2.759 1.029
H -5.153 -3.574 1.686
H -5.653 -2.068 0.959
H -4.637 -3.175 0.034
C -3.811 0.900 -1.473
H -4.049 0.078 -2.168
H -4.471 1.743 -1.723
H -2.767 1.222 -1.602
C -3.915 1.693 0.929
H -2.897 2.115 0.906
H -4.605 2.481 0.594
H -4.163 1.441 1.970
C -5.540 -0.001 0.068
H -5.709 -0.886 -0.556
H -5.853 -0.196 1.101
H -6.191 0.788 -0.316
Sn -0.639 0.447 0.798
N -0.137 1.484 -1.017
C 0.815 1.201 -1.789
C 0.538 1.982 -3.174
C 1.601 1.768 -4.220
C -0.775 1.446 -3.728
C 0.306 3.499 -3.015
H 2.538 2.237 -3.908
H 1.734 0.691 -4.383
H 1.395 2.199 -5.219
H -1.607 1.735 -3.090
H -1.073 1.830 -4.718
H -0.742 0.360 -3.844
H -0.120 3.987 -3.913
H -0.420 3.697 -2.218
H 1.221 4.062 -2.828
C -0.859 -2.509 5.166
C -0.153 -1.471 4.312
O 0.132 -1.925 2.959
H -1.808 -2.819 4.713
H -1.073 -2.073 6.148
H -0.234 -3.397 5.327
H -0.774 -0.574 4.184
H 0.793 -1.139 4.769
H 0.592 -2.775 3.040

From most stable to least stable, the computed energies give 1, 2.